[1]
Density functional theory data (ωB97M-V/def2-TZVPD) for a 12-piece molecular cluster, C6H35NO14 overall in a non-equilibrium geometry.

Properties
Energy relative to the best compared isomer or geometry (same formula, charge and spin): 19.5 kcal/mol
Lowest unoccupied orbital energy: 0.003 hartree
Total energy: -1357.67212 a.u.
SMILES string: C/C(CCC(O)O)=N\CO.O.O.O.O.O.O.O.O.O.O.O
Gap between HOMO and LUMO: 9.79 eV

Each line ends with the Löwdin charge.
CARTESIAN COORDINATES (ANGSTROEM)
O 1.2894 2.0200 -1.5652  0.03
C -0.0339 1.6442 -1.7667  -0.41
C -0.3186 0.1264 -1.6399  -0.04
C -0.6537 -0.2140 -0.1278  -0.11
C 0.1119 -1.4344 0.2319  -0.34
C 1.6080 -1.3393 0.4450  -0.03
C 0.1630 -3.7750 0.7149  -0.28
N -0.5212 -2.5323 0.3891  0.08
H -0.5681 2.1880 -0.9927  0.11
H 0.5275 -0.4814 -1.9947  0.09
H -1.2228 -0.0974 -2.1924  0.10
H -1.6885 -0.4819 0.0541  0.09
H -0.3206 0.5671 0.5727  0.10
H 1.7282 -1.4558 1.5345  0.10
H 2.2145 -2.1350 0.0379  0.07
H 1.1934 -3.7860 0.3602  0.11
H 0.0686 -3.9392 1.7890  0.13
H 1.9345 -0.3143 0.3505  0.05
H -1.8683 3.0054 0.5794  0.06
O -1.2420 2.2937 0.7766  -0.07
H 1.9870 1.4434 -1.8862  0.06
H 4.8246 -1.1522 0.1342  0.02
O 4.5170 -1.3732 1.0167  -0.06
H -2.2360 -2.0801 1.3946  0.01
H -3.6054 -1.1868 1.3534  0.01
O -2.9888 -1.7041 1.8810  -0.08
H -1.6280 -0.8876 4.1578  0.06
H -2.2630 -0.2620 3.0907  0.04
O -1.3398 -0.3861 3.3798  -0.08
H 0.5860 0.2352 3.3506  0.02
H 1.4413 0.4675 4.5257  0.07
O 1.2999 0.8331 3.6444  -0.05
H 3.2986 1.1667 0.0007  0.02
H 4.5424 0.6164 -0.4722  0.02
O 3.9024 1.2544 -0.7748  -0.05
H -2.6622 0.8639 -2.8705  0.02
H 0.1009 2.9284 -3.1854  0.12
O -0.4618 2.1599 -3.0354  -0.03
H 2.8690 -0.2822 -1.9792  0.00
H 2.7272 -1.6429 -2.6982  0.06
O 2.3836 -0.7460 -2.6699  -0.04
H -1.6016 1.7532 1.4868  0.05
H -3.2478 2.7878 -1.8953  0.01
O -3.5993 3.1312 -1.0450  -0.06
H -3.2639 0.9403 0.2157  0.01
H -4.6878 0.8227 -0.4069  0.05
O -4.1240 0.5090 0.3026  -0.03
H 3.4991 1.9094 1.8724  0.08
H 2.7027 0.6369 2.4943  0.03
O 3.3836 0.9561 1.8678  -0.07
H -4.0769 2.3783 -0.6908  -0.01
H -2.0891 1.9866 -3.5452  0.04
O -2.9947 1.6766 -3.2741  -0.07
H -0.7019 -4.8028 -0.7650  0.08
H 4.3339 -0.4948 1.4084  0.00
O -0.5900 -4.8391 0.1878  -0.05

=====

[2]
Density functional theory data (ωB97M-V/def2-TZVPD) for a 12-piece molecular cluster, C6H37NO11S overall in a non-equilibrium geometry.

Properties
Total charge: +1
Energy relative to the best compared isomer or geometry (same formula, charge and spin): 12.3 kcal/mol
Lowest unoccupied orbital energy (alpha / beta): -0.132 / -0.332 hartree
Total energy: -1531.01635 a.u.
<S²>: 0.7535
Spin multiplicity: 2
Gap between HOMO and LUMO (alpha / beta): 9.23 / 3.78 eV

Each line ends with the Löwdin charge.
CARTESIAN COORDINATES (ANGSTROEM)
C 0.2895 -2.8656 0.7026  -0.24
N 0.0529 -1.7054 -0.1799  -0.06
C 0.7679 -1.8005 -1.4748  -0.34
C 0.3840 -0.4552 -2.2795  -0.16
C -0.9872 -0.7062 -2.9227  -0.43
S -1.6597 0.9060 -3.4975  1.15
C 2.3051 -1.8221 -1.2366  -0.02
C -0.9632 -3.0199 1.5971  -0.07
H 0.3065 -3.7585 0.0651  0.12
H 1.1673 -2.9255 1.2958  0.11
H 0.4236 -0.8894 0.3298  0.10
H 0.3624 -2.6977 -1.9573  0.13
H 0.3203 0.2301 -1.3831  0.09
H 1.0955 -0.1380 -3.0157  0.11
H -1.1649 -1.3918 -3.7516  0.11
H -1.6399 -1.0755 -2.1289  0.03
H -0.6371 1.3905 -4.1604  -0.07
H 2.6147 -1.4603 -0.2470  0.09
H 2.6492 -2.9054 -1.2453  0.11
H 2.7820 -1.2295 -1.9818  0.05
H -0.7098 -3.6713 2.4458  0.09
H -1.8796 -3.4151 1.1075  0.09
H -1.2019 -2.0989 2.1146  0.02
H 4.2098 0.7566 -2.2483  0.01
H 3.4046 1.7549 -1.3114  -0.02
O 4.2423 1.5975 -1.7897  -0.07
H -0.5994 1.5719 -0.4781  0.03
H -0.9785 0.5919 0.7723  0.03
O -0.3269 1.1858 0.3534  -0.07
H 0.5379 4.1100 2.6071  0.05
H 1.9582 3.3681 2.3982  0.03
O 1.2294 3.5588 2.9842  -0.04
H 2.2558 0.0854 3.0122  0.04
H 3.5951 0.5822 2.5963  0.07
O 2.6915 0.5192 2.2654  -0.05
H 0.2093 0.7039 4.7247  0.01
H 0.9324 2.0709 4.3504  0.01
O 1.0501 1.1396 4.5685  -0.06
H -3.3255 0.8616 1.0083  0.07
H -3.1793 -0.4425 0.2509  0.01
O -2.8100 0.0456 1.0215  -0.06
H -1.6504 -4.0205 -2.0028  0.07
H -1.5608 -2.7154 -1.1468  0.00
O -2.1618 -3.2659 -1.6843  -0.05
H -2.0511 -0.6228 4.3941  0.07
H -1.2603 -0.8127 3.0862  -0.01
O -1.2623 -1.0496 4.0163  -0.05
H 0.8752 3.1663 0.4195  -0.01
H 0.8252 4.3866 -0.4492  0.05
O 0.2300 3.8678 0.1201  -0.10
H 1.5812 1.4379 -0.0296  0.03
H 2.7999 1.7373 0.7207  0.05
O 2.2759 2.1325 -0.0061  -0.08
H -4.0994 -0.4718 -2.0681  0.06
H -3.5569 -1.8132 -1.4834  0.04
O -3.8863 -0.9271 -1.2510  -0.04

=====

[3]
Density functional theory data (ωB97M-V/def2-TZVPD) for a 12-piece molecular cluster, C6H37NO12 overall in a non-equilibrium geometry.

Properties
Total charge: +1
Energy relative to the best compared isomer or geometry (same formula, charge and spin): 28.0 kcal/mol
Lowest unoccupied orbital energy (alpha / beta): -0.108 / -0.274 hartree
Total energy: -1208.08128 a.u.
<S²>: 0.7543
Spin multiplicity: 2
Gap between HOMO and LUMO (alpha / beta): 10.41 / 5.90 eV

Each line ends with the Löwdin charge.
CARTESIAN COORDINATES (ANGSTROEM)
C 1.0922 0.2611 -0.9667  -0.17
C 0.8408 1.6534 -1.5531  -0.15
C -0.5513 2.1115 -1.0528  -0.27
O -0.4262 2.6592 0.2294  -0.09
C 0.5430 -0.7203 -2.0028  -0.13
N 0.4624 -2.0502 -1.3508  -0.04
C -0.6718 -2.1853 -0.4625  -0.03
C 0.5763 -3.1760 -2.2481  -0.02
H 2.1556 -0.0122 -0.9841  0.13
H 0.7857 0.1989 0.0933  0.10
H 1.5644 2.4195 -1.2705  0.11
H 0.9370 1.7110 -2.6863  0.14
H -1.1296 1.2010 -0.9145  0.09
H -1.0727 2.9187 -1.6198  0.12
H 0.4120 3.0654 0.4651  0.06
H -0.4158 -0.3377 -2.4380  0.15
H 1.2450 -0.6896 -2.8417  0.14
H -1.6962 -2.2046 -0.8894  0.12
H -0.5009 -3.1691 0.0402  0.12
H -0.7050 -1.5263 0.4306  0.07
H 1.1859 -3.9017 -1.6990  0.12
H 1.2335 -3.1383 -3.1286  0.11
H -0.3998 -3.5348 -2.6285  0.12
H -3.8607 1.0131 -3.3531  0.06
H -2.9519 1.4142 -2.2344  0.00
O -2.9713 0.8303 -3.0186  -0.06
H -0.6870 0.9308 1.3691  0.05
H -2.0293 0.5247 1.2219  0.08
O -1.1913 0.0961 1.4816  -0.08
H 2.2725 -0.6618 4.5676  0.05
H 1.0831 0.2555 4.4399  0.02
O 2.0291 0.2519 4.7652  -0.05
H 1.5398 -1.9850 2.8184  0.07
H 1.9336 -2.1003 1.3661  0.04
O 2.2894 -1.8403 2.2247  -0.03
H 2.6607 0.8708 3.3703  0.02
H 2.9483 -0.1136 2.2133  0.00
O 3.0789 0.8126 2.4702  -0.08
H -2.4769 -2.2814 -3.8364  0.06
H -3.3744 -2.0188 -2.7585  0.03
O -2.7735 -2.7323 -3.0265  -0.06
H -5.1989 0.1086 -0.1889  0.07
H -4.1549 0.3004 -1.2847  0.00
O -4.3547 0.5405 -0.3738  -0.04
H 2.5744 3.6705 1.3302  0.06
H 2.7415 2.2130 1.7759  0.01
O 2.2048 2.7914 1.1608  -0.09
H -0.9082 -0.4298 3.2924  0.04
H -0.5819 0.9410 4.0884  0.06
O -0.6135 -0.0168 4.1347  -0.05
H -3.9170 2.8168 -0.5752  0.04
H -2.5775 3.5721 -0.3917  0.04
O -3.2415 3.3283 -1.0529  -0.06
H 4.6991 -1.7800 0.4625  0.01
H 4.9694 -1.3846 1.9445  0.03
O 5.3753 -1.4912 1.0753  -0.04

=====

[4]
Density functional theory data (ωB97M-V/def2-TZVPD) for a 13-piece molecular cluster, C6H38BClO13 overall.

Properties
Energy relative to the best compared isomer or geometry (same formula, charge and spin): 0.0 kcal/mol
Lowest unoccupied orbital energy: 0.011 hartree
Total energy: -1714.59948 a.u.
Gap between HOMO and LUMO: 10.55 eV

Each line ends with the Löwdin charge.
CARTESIAN COORDINATES (ANGSTROEM)
C 3.2157 0.8765 -1.0193  -0.09
C 2.5046 0.4447 -2.3019  -0.22
C 1.4501 -0.6453 -2.1196  -0.18
O 0.1107 -0.1401 -1.9836  0.03
B -0.2278 0.6018 -0.9154  -0.41
C -1.6342 1.3370 -0.9896  -0.58
Cl -1.9849 2.1328 0.6117  0.66
C -1.7925 2.3003 -2.1606  -0.26
C -0.9007 3.5544 -2.0926  -0.08
H 3.5468 0.0026 -0.4534  0.08
H 4.0886 1.4888 -1.2532  0.07
H 2.5758 1.4778 -0.3719  0.06
H 2.0391 1.3052 -2.7943  0.12
H 3.2466 0.0624 -3.0093  0.11
H 1.4317 -1.2941 -2.9961  0.12
H 1.6775 -1.2742 -1.2537  0.10
H 0.4551 0.6450 0.0630  0.11
H -2.4105 0.5706 -1.0644  0.09
H -1.5461 1.7211 -3.0558  0.11
H -2.8447 2.5821 -2.2509  0.11
H -1.5037 4.4580 -2.0288  0.06
H -0.2931 3.6192 -2.9937  0.05
H -0.2218 3.5165 -1.2388  0.05
O -1.6816 -1.2557 0.8017  -0.06
H -2.1556 -0.4241 0.9316  0.01
H -1.9779 -1.6377 -0.0376  0.03
O 2.2235 -3.0896 0.3631  -0.07
H 1.5458 -2.6617 0.8985  0.02
H 2.8208 -3.4574 1.0265  0.01
O 2.5360 -4.1338 3.0637  -0.06
H 2.6236 -3.5857 3.8558  0.02
H 1.5923 -4.3168 3.0075  0.03
O -2.8695 5.8155 -3.7682  -0.05
H -3.1092 6.7465 -3.8044  0.04
H -3.2741 5.4251 -4.5486  0.04
O -1.4407 -3.2050 -1.2319  -0.04
H -1.0551 -3.2819 -2.1095  0.05
H -0.8845 -3.7458 -0.6603  0.05
O -0.5072 -2.4850 3.1255  -0.07
H -0.9534 -2.0437 2.3845  -0.01
H -1.2186 -2.6652 3.7484  0.03
O 1.2519 4.2670 0.8855  -0.06
H 1.2878 4.4949 1.8214  0.03
H 0.4558 3.7304 0.8188  -0.02
O 0.6620 4.0507 -5.1205  -0.05
H 0.3892 4.9736 -5.1078  0.04
H 0.3083 3.6955 -5.9411  0.04
O 2.5612 -3.5439 6.1027  -0.05
H 2.6447 -4.4491 6.4171  0.04
H 2.8935 -2.9939 6.8180  0.04
O -0.5339 3.5234 3.4968  -0.06
H -0.9468 4.3901 3.5656  0.04
H -0.8780 3.1533 2.6756  -0.05
O -3.0850 -3.9873 2.6508  -0.06
H -3.5160 -3.4775 1.9574  0.04
H -2.2036 -4.1745 2.2993  0.00
O -1.3796 -6.3735 2.0569  -0.06
H -0.8246 -6.3084 2.8407  0.04
H -2.2836 -6.3121 2.3887  0.03

=====

[5]
Density functional theory data (ωB97M-V/def2-TZVPD) for a 13-piece molecular cluster, C6H38NO12S overall in a non-equilibrium geometry.

Properties
Total charge: -1
Energy relative to the best compared isomer or geometry (same formula, charge and spin): 63.1 kcal/mol
Lowest unoccupied orbital energy: 0.092 hartree
Total energy: -1607.19192 a.u.
Gap between HOMO and LUMO: 6.58 eV

Each line ends with the Löwdin charge.
CARTESIAN COORDINATES (ANGSTROEM)
C -0.5909 -1.0361 -1.4654  -0.33
C 0.3699 -1.3230 -2.5884  -0.75
S 0.6682 0.1350 -3.6238  0.30
C 0.0159 -0.3782 -0.2254  -0.24
N -1.0702 0.2590 0.5926  -0.05
C -1.9011 1.4199 2.5963  -0.05
C -0.6583 1.2116 1.6823  -0.38
C -0.1520 2.5590 1.1637  -0.07
H -1.0295 -2.0466 -1.0405  0.14
H -1.4956 -0.4125 -1.7684  0.06
H 1.2504 -1.7856 -2.1397  0.04
H -0.0350 -2.1235 -3.3528  0.07
H 0.8037 0.2620 -0.4622  0.06
H 0.5106 -1.2066 0.3822  0.12
H -1.7626 0.7794 -0.0066  0.07
H -2.8100 0.9656 2.0193  0.08
H -1.8634 1.0070 3.5499  0.04
H -2.1180 2.4615 2.7597  0.06
H 0.1556 0.6107 2.2635  0.16
H 0.4880 2.9713 1.8115  0.02
H 0.4010 2.5866 0.1802  0.07
H -0.9092 3.2942 0.8105  0.09
H 0.3189 -2.5644 2.4147  -0.01
H -1.1244 -1.7850 2.0709  0.06
O -0.6679 -2.6787 2.4421  -0.14
H 2.7975 0.6769 1.4551  0.00
H 3.6329 0.5404 0.2964  -0.05
O 3.5700 0.3165 1.1630  0.02
H -4.5574 -0.3738 0.2901  0.04
H -3.8913 0.8510 -0.3043  0.02
O -4.4480 0.5589 0.4281  -0.04
H -1.8145 1.4089 -1.6551  0.08
H -1.8242 2.9756 -1.6546  -0.07
O -2.3756 2.2910 -1.4600  -0.07
H -3.1180 -0.8679 -3.1236  -0.02
H -3.3032 0.5240 -3.6035  0.04
O -3.7237 -0.3534 -3.5993  -0.05
H 1.4016 -3.5033 3.8669  0.04
H 2.1238 -3.9212 2.6567  0.07
O 1.8047 -3.0666 3.1203  -0.09
H 3.7297 -0.1267 -1.9567  0.05
H 3.6270 1.5174 -2.0024  0.08
O 4.1883 0.6890 -1.5961  -0.16
H 2.0711 -4.7419 0.2079  0.10
H 3.2320 -3.9666 0.6970  -0.02
O 2.6917 -4.6962 1.0149  -0.10
H 0.6403 3.6721 -2.2997  0.01
H -0.0415 4.2769 -1.1090  0.03
O -0.1929 3.7038 -1.8346  -0.05
H 4.1003 -1.4520 0.1865  0.03
H 3.2063 -1.7642 1.2884  0.03
O 3.5959 -2.2035 0.5229  -0.07
H -2.4989 -1.5039 2.1609  -0.03
H -3.7715 -0.6445 1.9381  -0.02
O -3.3190 -1.2176 2.5453  -0.05
H 2.0152 2.6725 -3.2924  0.03
H 1.4570 1.9734 -2.0522  -0.01
O 2.2005 2.5724 -2.3609  -0.15

=====

[6]
Density functional theory data (ωB97M-V/def2-TZVPD) for a 14-piece molecular cluster, C6H39NO14 overall in a non-equilibrium geometry.

Properties
Energy relative to the best compared isomer or geometry (same formula, charge and spin): 61.5 kcal/mol
Lowest unoccupied orbital energy: 0.000 hartree
Total energy: -1360.12651 a.u.
Gap between HOMO and LUMO: 9.96 eV

Each line ends with the Löwdin charge.
CARTESIAN COORDINATES (ANGSTROEM)
O -3.3577 0.2306 -1.6307  0.03
C -3.5812 0.9197 -0.6570  -0.23
C -2.5449 1.8072 -0.0395  -0.15
C -1.9871 1.2285 1.2413  -0.16
C -1.3971 -0.1854 1.0263  -0.19
C -0.2562 -0.3785 0.0348  -0.19
C 1.0633 -1.0081 0.4795  -0.29
N 1.2440 -2.4491 0.2774  0.03
H -4.5986 0.9117 -0.2280  0.14
H -1.8247 2.0225 -0.8278  0.11
H -3.0876 2.7340 0.1815  0.13
H -2.6690 1.1329 2.0832  0.12
H -1.1100 1.7817 1.5852  0.10
H -1.0207 -0.4734 2.0112  0.11
H -2.1758 -0.9148 0.8146  0.07
H -0.0350 0.5900 -0.4311  0.09
H -0.6820 -0.9564 -0.8016  0.10
H 1.1036 -0.8356 1.5569  0.11
H 1.9088 -0.4226 0.1229  0.09
H 0.3940 -2.8726 0.6420  0.07
H 1.2717 -2.6561 -0.7152  0.07
H 3.5807 -2.4127 3.2594  0.05
H 2.8659 -2.3184 1.8708  0.00
O 3.5282 -1.9125 2.4430  -0.05
H 2.8669 2.3214 -1.9378  0.02
H 1.6728 1.3945 -2.3456  0.00
O 1.9155 2.3170 -2.1196  -0.08
H 1.1100 3.3918 3.1403  0.02
H 2.0114 2.1383 3.0793  -0.02
O 1.4846 2.6841 3.6693  -0.06
H -1.3858 1.0461 -2.5760  0.01
H -0.8662 1.8290 -3.7253  0.05
O -0.6075 1.0972 -3.1506  -0.05
H 4.1004 1.4132 1.3742  0.06
H 3.4194 0.1199 1.7378  0.03
O 3.2665 1.0777 1.7219  -0.05
H 0.5777 -4.0345 3.7449  0.02
H -0.7281 -3.7803 2.9710  -0.02
O -0.0430 -4.4601 3.1474  -0.08
H -3.7173 -3.5672 -0.4469  0.06
H -3.9430 -2.0927 -0.1754  0.03
O -3.6437 -2.9040 0.2488  -0.05
H 1.8757 2.0666 0.9869  -0.01
H 1.2126 2.6576 -0.2435  0.01
O 1.0801 2.5571 0.7166  -0.07
H 5.3903 1.6432 -1.0754  0.05
H 4.5015 0.4835 -1.0074  0.05
O 4.5447 1.3507 -1.4245  -0.03
H -2.5558 -2.1478 -3.2103  0.05
H -2.3775 -1.7834 -1.7597  -0.02
O -2.5015 -2.5403 -2.3345  -0.05
H -2.5050 -2.5517 1.7521  0.00
H -2.6644 -3.6932 2.7237  0.06
O -2.1866 -2.8689 2.6078  -0.06
H 0.6290 3.5316 -3.1307  0.00
H -0.4074 4.5725 -2.6093  0.03
O -0.1947 3.9898 -3.3258  -0.05
H 1.1856 -0.4845 -1.8025  -0.01
H 0.8415 -0.4011 -3.2206  0.05
O 1.6288 -0.3651 -2.6542  -0.05